# 1
Here is 3 unconnected molecules or ions with the total composition C5H15N2 from OMol25. Energies are from ωB97M-V/def2-TZVPD.

Last column: Löwdin charge in e.
Element x y z (Å)
N  0.194  -2.109  -0.674  0.1139
C  3.370  -0.898  -3.135  -0.0512
C  2.255  -0.389  -2.541  -0.0759
N  -0.467  0.071  0.764  0.3457
C  -2.656  0.519  1.861  -0.0166
C  -1.186  0.831  1.824  -0.3793
C  -0.817  2.394  1.414  0.0664
H  0.406  -1.999  0.329  0.0290
H  0.061  -2.993  -1.138  0.0714
H  -0.604  -1.590  -0.778  -0.0253
H  3.378  -1.982  -3.158  0.0415
H  4.071  -0.447  -3.823  0.0458
H  1.679  -1.133  -2.049  -0.0250
H  1.894  0.633  -2.627  0.0423
H  0.200  -0.586  1.174  0.0804
H  -3.320  1.329  2.214  0.1142
H  -2.934  0.083  0.897  0.0968
H  -2.618  -0.308  2.609  0.1128
H  -0.782  0.605  2.821  0.1378
H  -1.590  3.153  1.720  0.1247
H  -0.654  2.333  0.356  0.0706
H  0.119  2.483  1.939  0.0802

Its total charge is +1. Its LUMO energy is -9.019 eV. Its calculated total energy is -8394.658 eV.

# 2
Here is 2 unconnected molecules or ions with the total composition C5H15N2O from OMol25. Energies are from ωB97M-V/def2-TZVPD.

Last column: Löwdin spin population.
Element x y z (Å)
C  1.428  0.128  0.838  0.0827
C  1.839  -0.699  -0.381  0.0390
C  0.724  -1.787  -0.598  0.0016
N  -2.925  -0.962  -1.176  0.0053
C  -1.730  -1.554  -0.717  0.0136
C  -0.525  -1.158  -1.141  0.0175
N  1.321  1.610  0.349  0.1790
H  2.219  0.115  1.591  0.0325
H  0.464  -0.229  1.178  0.0165
H  2.135  -0.257  -1.337  0.0230
H  2.702  -1.377  -0.229  0.0046
H  0.571  -2.404  0.301  0.0009
H  1.065  -2.587  -1.236  0.0001
H  -2.750  -0.424  -2.003  0.0033
H  -3.794  -1.430  -1.048  0.0001
H  -1.980  -2.266  0.042  0.0008
H  -0.452  -0.310  -1.812  0.0212
H  1.104  1.704  -0.660  0.1319
H  0.608  2.074  0.962  0.0342
H  2.262  2.110  0.450  0.1808
H  0.032  3.935  2.165  0.0408
H  -1.191  2.972  1.818  0.0367
O  -0.281  3.012  2.150  0.1338

As for the multiplicity: 2. Its LUMO energy (alpha / beta) is 0.939 / 0.731 eV. The expectation value of S² is 0.751. Its calculated total energy is -10451.826 eV.

# 3
Here is 2 unconnected molecules or ions with the total composition C5H15N2O from OMol25. Energies are from ωB97M-V/def2-TZVPD.

Last column: Löwdin charge in e.
Element x y z (Å)
C  1.280  -0.727  1.972  -0.1365
C  0.633  0.692  1.785  -0.1790
C  -0.691  0.566  1.086  -0.1431
C  -0.870  1.116  -0.126  -0.1614
N  -1.955  0.987  -0.955  -0.0698
C  -1.882  1.509  -2.316  -0.0916
N  0.707  -1.754  1.059  0.1680
H  2.328  -0.647  1.721  0.1235
H  1.149  -1.006  3.014  0.1279
H  0.804  1.187  2.748  0.1183
H  1.318  1.328  1.220  0.1098
H  -1.494  0.173  1.709  0.1120
H  0.025  1.378  -0.638  0.1145
H  -2.863  1.158  -0.549  0.1338
H  -2.133  2.566  -2.398  0.0860
H  -0.905  1.325  -2.763  0.0798
H  -2.561  0.921  -2.938  0.0844
H  1.323  -2.561  1.037  0.1651
H  0.554  -1.356  0.119  0.1212
H  -0.221  -2.058  1.360  0.1680
H  1.288  -1.504  -2.622  0.0623
H  2.479  -1.918  -1.771  0.0523
O  1.688  -1.375  -1.753  -0.0454

Its total charge is +1. Its LUMO energy is -3.127 eV. Its calculated total energy is -10448.913 eV.

For each record above, in turn, the calculated relative energy (zero: lowest compared OMol25 entry of this formula, charge and spin) values are 184.9; 50.5; 38.0 kcal/mol.